1.
97
Properties=species:S:1:pos:R:3 method="wB97M-V/def2-TZVPD" gap_ev=7.33 spin_multiplicity=1 charge=+1 e_homo_ev=-9.800 e_tot_ha=-5205.338624
C -1.755 -0.546 -4.251
O -2.557 0.560 -3.837
C -3.380 0.348 -2.705
C -2.969 1.409 -1.659
B -3.272 2.811 -2.423
N -4.665 3.123 -2.751
O -2.274 3.709 -2.656
N -1.521 1.334 -1.365
C -1.030 0.802 -0.097
P -0.632 -1.018 -0.087
O 0.802 -1.181 -0.275
O -1.140 -1.690 1.298
O -1.478 -1.755 -1.234
C -1.895 1.212 1.061
N -3.284 0.734 0.786
C -3.840 1.476 -0.387
P -5.577 0.853 -0.529
S -5.521 -1.099 -0.275
H -0.886 -0.694 -3.608
H -2.353 -1.457 -4.299
H -1.404 -0.315 -5.254
H -3.348 -0.677 -2.343
H -4.411 0.534 -3.027
H -4.802 4.128 -2.669
H -4.897 2.892 -3.713
H -1.580 3.375 -3.238
H -1.061 0.830 -2.112
H -0.028 1.211 0.088
H -2.049 -2.023 1.263
H -2.225 -2.298 -0.946
H -1.942 2.301 1.115
H -1.533 0.840 2.015
H -3.336 -0.278 0.608
H -3.885 0.904 1.597
H -3.866 2.520 -0.062
H -6.292 1.505 0.493
H -6.073 1.257 -1.763
C 2.896 4.173 -1.715
S 2.590 3.346 -0.156
O 1.452 2.406 -0.396
C 1.901 4.767 0.698
H 3.292 3.430 -2.404
H 1.961 4.584 -2.095
H 3.635 4.960 -1.563
H 1.037 5.138 0.146
H 2.664 5.540 0.785
H 1.600 4.440 1.692
C -9.728 2.415 0.063
S -9.031 3.302 1.458
O -7.593 2.895 1.550
C -9.897 2.391 2.734
H -9.272 2.813 -0.843
H -9.507 1.351 0.161
H -10.804 2.582 0.031
H -9.661 1.331 2.647
H -10.969 2.559 2.630
H -9.559 2.771 3.696
C 5.315 -4.812 -0.403
S 3.540 -4.537 -0.372
O 2.986 -5.114 -1.626
C 3.614 -2.764 -0.591
H 5.487 -5.883 -0.318
H 5.713 -4.446 -1.349
H 5.774 -4.292 0.439
H 4.136 -2.528 -1.519
H 4.130 -2.319 0.263
H 2.597 -2.383 -0.643
C -0.414 -3.751 3.632
S -1.416 -5.037 2.878
O -2.792 -4.872 3.420
C -0.651 -6.403 3.753
H -0.780 -2.802 3.257
H -0.514 -3.784 4.717
H 0.629 -3.881 3.341
H -0.752 -6.243 4.826
H 0.398 -6.472 3.466
H -1.172 -7.313 3.463
C 7.367 -0.083 -3.816
S 6.338 0.007 -2.347
O 6.548 1.357 -1.755
C 7.263 -1.169 -1.363
H 6.959 0.611 -4.547
H 8.387 0.203 -3.560
H 7.338 -1.097 -4.215
H 8.295 -0.832 -1.264
H 7.227 -2.148 -1.843
H 6.793 -1.228 -0.382
C 7.838 0.539 2.736
S 6.914 -0.906 3.262
O 6.315 -1.496 2.032
C 5.598 -0.010 4.092
H 8.687 0.190 2.152
H 7.199 1.172 2.119
H 8.194 1.080 3.612
H 5.121 0.664 3.380
H 6.014 0.544 4.933
H 4.880 -0.742 4.453

=====

2.
87
Properties=species:S:1:pos:R:3 method="wB97M-V/def2-TZVPD" gap_ev=9.31 spin_multiplicity=1 e_above_lowest_kj_mol=193.4 e_homo_ev=-8.618 e_tot_ha=-1710.543855
C 2.729 -2.250 -0.691
O 1.306 -2.382 -0.929
C 0.920 -3.388 -1.860
C -0.531 -3.189 -2.105
N -1.119 -4.063 -3.143
C -2.268 -3.481 -3.794
C -2.733 -4.484 -4.792
O -3.208 -5.636 -4.091
C -3.322 -6.770 -4.962
H 2.877 -1.874 0.300
H 3.172 -1.582 -1.401
H 3.161 -3.224 -0.884
H 1.115 -4.395 -1.418
H 1.585 -3.299 -2.720
H -0.712 -2.147 -2.348
H -1.051 -3.348 -1.102
H -1.438 -4.875 -2.701
H -1.962 -2.591 -4.243
H -3.071 -3.291 -3.033
H -1.909 -4.687 -5.504
H -3.582 -4.028 -5.287
H -3.449 -6.446 -5.991
H -4.035 -7.456 -4.520
H -2.319 -7.233 -4.855
C 0.157 -0.333 4.449
O 1.470 0.013 4.164
C 1.584 0.514 2.831
C 2.963 0.926 2.452
N 3.866 -0.250 2.303
C 5.290 0.096 2.279
C 6.227 -0.969 1.706
O 5.895 -1.198 0.349
C 6.805 -2.111 -0.219
H -0.435 0.528 4.254
H 0.160 -0.662 5.496
H -0.130 -1.068 3.674
H 0.971 1.409 2.745
H 1.275 -0.260 2.147
H 3.411 1.547 3.317
H 2.935 1.535 1.567
H 3.675 -0.904 3.063
H 5.613 0.381 3.241
H 5.388 1.041 1.702
H 6.269 -1.866 2.371
H 7.219 -0.540 1.709
H 6.627 -3.160 0.100
H 7.820 -1.828 0.106
H 6.554 -1.966 -1.249
C 0.690 6.730 0.921
O -0.611 6.280 1.299
C -0.719 5.329 2.301
C -2.118 4.856 2.261
N -2.427 4.311 0.981
C -3.785 3.911 0.695
C -3.955 3.687 -0.806
O -3.632 4.845 -1.504
C -3.988 4.886 -2.894
H 0.673 7.203 -0.058
H 1.406 5.895 0.827
H 1.124 7.255 1.786
H -0.498 5.672 3.267
H -0.046 4.449 2.145
H -2.814 5.597 2.631
H -2.175 3.971 2.968
H -1.923 4.739 0.240
H -4.446 4.685 1.017
H -4.037 2.929 1.236
H -4.922 3.319 -1.073
H -3.253 2.915 -1.182
H -5.045 4.828 -2.945
H -3.461 4.197 -3.591
H -3.720 5.894 -3.275
O -2.573 -3.294 0.637
H -2.818 -2.325 0.659
H -3.334 -3.892 0.824
O -1.386 1.798 1.822
H -0.494 1.608 1.575
H -1.602 2.655 1.373
O 0.022 -2.622 1.649
H -0.585 -3.416 1.576
H 0.529 -2.629 0.791
O 0.277 0.428 -1.449
H 0.533 -0.482 -1.311
H -0.454 0.582 -0.841
O -2.332 -0.721 0.750
H -1.438 -0.999 1.037
H -2.430 0.171 1.180

=====

3.
87
Properties=species:S:1:pos:R:3 method="wB97M-V/def2-TZVPD" gap_ev=9.56 spin_multiplicity=1 e_above_lowest_kj_mol=20.1 e_homo_ev=-9.200 e_tot_ha=-1751.162786
C -54.126 10.170 43.946
O -54.855 8.830 43.791
C -56.196 8.993 43.273
C -56.804 7.643 43.327
N -58.228 7.544 43.116
H -58.777 8.049 43.802
H -58.541 8.176 42.420
C -58.846 6.287 43.166
C -60.250 6.424 42.453
O -61.205 5.565 43.071
C -62.527 5.795 42.521
H -54.013 10.690 42.954
H -53.171 9.854 44.261
H -54.734 10.853 44.476
H -56.352 9.410 42.249
H -56.932 9.652 43.804
H -56.486 7.094 44.370
H -56.288 6.977 42.415
H -59.000 5.801 44.145
H -58.262 5.705 42.485
H -60.020 6.166 41.505
H -60.478 7.476 42.515
H -62.824 6.845 42.520
H -63.342 5.258 43.265
H -62.394 5.452 41.455
C -59.682 9.639 45.222
O -59.158 10.318 44.057
O -60.361 10.246 46.261
O -59.510 8.451 45.347
H -60.628 11.170 46.216
C -56.042 12.449 47.144
C -57.417 11.927 46.486
O -57.508 12.040 45.116
H -55.010 12.043 46.697
H -55.956 12.255 48.068
H -56.226 13.407 47.000
H -58.226 12.523 46.828
H -57.411 10.812 46.728
H -58.112 11.420 44.601
C -65.267 10.658 46.466
C -63.884 11.139 46.949
O -63.564 12.217 46.364
H -66.266 11.323 46.757
H -65.771 9.657 46.756
H -65.013 10.672 45.444
H -63.279 10.204 46.658
H -63.742 11.232 47.907
H -62.570 12.494 46.504
C -63.377 6.008 46.873
C -62.341 6.707 46.063
O -62.011 7.914 46.798
H -62.865 5.881 47.719
H -63.687 4.999 46.583
H -64.292 6.599 47.192
H -62.702 6.961 45.081
H -61.487 6.212 46.069
H -61.218 8.252 46.271
C -58.184 6.916 47.973
O -57.901 6.960 46.624
H -58.034 8.048 48.492
H -57.415 6.414 48.476
H -59.275 6.878 47.933
H -58.508 7.603 46.251
C -62.332 9.902 43.163
O -61.179 10.121 42.409
H -63.251 9.634 42.566
H -62.768 10.968 43.641
H -62.142 9.547 44.127
H -60.362 10.322 42.809
C -60.963 13.402 44.979
O -60.911 13.066 46.270
H -59.956 13.502 44.766
H -61.666 14.293 44.797
H -61.432 12.661 44.348
H -60.742 13.881 46.841
C -59.065 12.057 41.227
O -58.666 11.562 39.955
H -58.722 13.265 41.328
H -58.699 11.373 41.960
H -60.092 12.102 41.173
H -59.207 11.767 39.177
C -60.913 10.960 49.371
O -59.698 10.402 48.873
H -61.578 10.194 49.195
H -61.014 12.030 49.399
H -60.619 10.927 50.561
H -59.838 9.860 48.163

=====

4.
92
Properties=species:S:1:pos:R:3 method="wB97M-V/def2-TZVPD" gap_ev=9.40 spin_multiplicity=1 e_above_lowest_kj_mol=104.6 e_homo_ev=-9.546 e_tot_ha=-2073.556504
O -5.970 10.800 15.327
C -4.585 10.714 15.071
C -3.826 10.133 16.262
O -2.720 9.382 15.780
H -6.277 9.960 15.707
H -4.374 10.027 14.249
H -4.167 11.674 14.772
H -4.514 9.481 16.816
H -3.487 10.914 16.949
H -1.940 9.563 16.309
O -2.117 5.156 17.221
C -3.517 4.986 17.173
C -4.239 5.720 18.320
O -3.263 6.264 19.238
H -1.964 5.846 17.882
H -3.948 5.315 16.222
H -3.717 3.913 17.249
H -4.930 5.095 18.888
H -4.816 6.571 17.936
H -3.563 7.144 19.490
O -4.279 9.804 22.535
C -4.753 8.591 21.981
C -5.224 8.725 20.543
O -4.181 9.008 19.609
H -3.623 10.186 21.944
H -4.012 7.788 22.063
H -5.630 8.294 22.559
H -6.063 9.435 20.508
H -5.739 7.815 20.214
H -3.953 9.938 19.696
O -6.653 5.333 21.330
C -7.705 5.243 20.382
C -8.125 3.808 20.162
O -7.071 3.080 19.530
H -7.049 5.471 22.195
H -8.560 5.865 20.668
H -7.302 5.606 19.431
H -8.984 3.733 19.497
H -8.337 3.312 21.117
H -6.283 3.220 20.068
O -8.587 14.239 18.914
C -9.174 13.217 18.133
C -8.350 12.901 16.925
O -7.070 12.487 17.384
H -7.707 13.937 19.166
H -9.275 12.315 18.755
H -10.170 13.576 17.874
H -8.261 13.818 16.328
H -8.824 12.114 16.333
H -6.689 11.872 16.741
O -9.145 6.261 16.303
C -10.195 6.595 17.222
C -10.786 7.918 16.816
O -11.482 7.805 15.584
H -8.688 5.482 16.636
H -10.974 5.825 17.252
H -9.790 6.641 18.247
H -10.004 8.680 16.721
H -11.515 8.211 17.566
H -10.856 7.486 14.915
O -7.548 9.476 12.857
C -8.901 9.089 13.001
C -8.958 7.590 12.876
O -10.275 7.118 13.124
H -7.409 10.379 13.157
H -9.342 9.456 13.933
H -9.500 9.517 12.182
H -8.279 7.087 13.562
H -8.635 7.322 11.866
H -10.838 7.312 12.369
O -12.950 11.742 20.306
C -12.140 10.881 19.559
C -11.131 10.207 20.456
O -10.465 9.185 19.704
H -13.867 11.679 20.033
H -12.661 10.067 19.032
H -11.616 11.381 18.732
H -11.592 9.831 21.372
H -10.345 10.887 20.803
H -10.570 8.328 20.122
C -4.558 7.434 13.746
O -5.548 7.436 12.684
H -5.102 7.654 14.664
H -4.054 6.474 13.704
H -3.838 8.206 13.479
H -6.092 8.212 12.876
C -7.384 8.920 17.781
O -7.301 8.661 16.388
H -7.098 8.035 18.363
H -6.754 9.775 18.012
H -8.405 9.144 18.115
H -8.028 8.062 16.185

=====

5.
102
Properties=species:S:1:pos:R:3 method="wB97M-V/def2-TZVPD" gap_ev="6.99 / 7.99" spin_multiplicity=4 charge=-1 e_homo_ev="-5.122 / -6.120" e_tot_ha=-6773.238642
V -0.036 -0.123 0.621
Cl 0.295 -2.725 1.107
Cl -1.225 2.065 -0.099
Br 1.790 0.676 2.363
C 4.411 -1.505 -0.239
O 3.619 -1.729 -1.426
H 4.335 -0.478 0.118
H 4.083 -2.096 0.617
H 5.398 -1.830 -0.570
H 3.730 -2.673 -1.558
C -2.476 -0.794 -1.814
O -1.213 -1.128 -1.243
H -2.430 -0.713 -2.900
H -3.142 -1.594 -1.490
H -2.874 0.132 -1.399
H -0.807 -1.790 -1.807
C 0.760 5.278 -1.350
O 0.277 5.250 -0.036
H 0.020 5.824 -1.935
H 1.625 5.939 -1.401
H 1.002 4.301 -1.769
H -0.227 4.435 0.020
C 3.123 -2.980 3.569
O 3.363 -4.101 2.821
H 3.432 -2.081 3.036
H 2.073 -2.811 3.811
H 3.706 -2.896 4.486
H 4.313 -4.132 2.687
C 0.001 -3.516 -3.824
O 0.411 -2.896 -2.572
H -0.752 -2.915 -4.333
H 0.860 -3.637 -4.483
H -0.365 -4.519 -3.601
H 1.263 -3.244 -2.297
C -3.981 3.571 -2.566
O -2.663 3.961 -2.200
H -4.041 2.553 -2.952
H -4.691 3.766 -1.762
H -4.275 4.221 -3.389
H -2.473 3.544 -1.356
C 5.166 0.874 4.689
O 4.186 -0.094 4.608
H 5.260 1.364 5.658
H 6.106 0.365 4.478
H 4.866 1.666 4.003
H 3.510 0.280 4.038
C -1.489 2.627 4.416
O -1.552 1.665 5.446
H -1.334 3.585 4.914
H -0.689 2.363 3.725
H -2.407 2.733 3.838
H -0.640 1.649 5.743
C -1.706 -6.057 -1.291
O -0.654 -5.441 -0.606
H -2.557 -5.377 -1.338
H -1.452 -6.337 -2.313
H -1.920 -6.988 -0.767
H -0.382 -4.637 -1.055
C 1.950 1.103 -1.648
O 1.449 -0.050 -1.011
H 2.740 1.518 -1.022
H 2.237 0.847 -2.668
H 1.195 1.888 -1.692
H 2.053 -0.764 -1.225
C -3.086 -3.599 1.147
N -4.420 -4.109 0.876
O -5.259 -4.069 1.702
O -4.581 -4.406 -0.321
H -2.486 -4.509 1.165
H -2.971 -3.091 2.104
H -2.748 -2.962 0.330
C 2.048 4.257 3.038
N 2.839 4.788 4.164
O 3.936 4.295 4.331
O 2.376 5.685 4.843
H 1.526 5.047 2.498
H 1.448 3.570 3.636
H 2.719 3.797 2.312
C -4.427 0.527 1.655
O -3.845 -0.015 2.846
C -2.611 -0.417 2.887
O -1.758 -0.253 1.995
O -2.436 -0.965 4.108
C -1.097 -1.456 4.423
H -4.495 -0.330 0.984
H -3.754 1.221 1.152
H -5.393 1.012 1.792
H -1.128 -1.890 5.422
H -0.443 -0.585 4.385
H -0.752 -2.226 3.733
C -0.616 1.021 -4.025
O 0.382 1.121 -5.018
C -0.035 1.386 -6.270
O -1.207 1.495 -6.626
O 1.059 1.358 -7.008
C 0.965 1.456 -8.426
H -1.421 0.434 -4.466
H -0.977 1.978 -3.645
H -0.204 0.525 -3.146
H 1.929 1.380 -8.929
H 0.513 2.422 -8.650
H 0.260 0.713 -8.801